(1)
{"formula": "C20H42F5N4O5S", "method": "ωB97M-V with the def2-TZVPD basis set", "symbols": ["C", "C", "C", "S", "O", "O", "C", "F", "F", "C", "F", "F", "F", "C", "C", "N", "C", "H", "H", "H", "H", "H", "H", "H", "H", "H", "C", "C", "C", "O", "C", "N", "H", "H", "H", "H", "H", "H", "H", "H", "H", "H", "H", "C", "C", "C", "O", "C", "N", "H", "H", "H", "H", "H", "H", "H", "H", "H", "H", "H", "C", "C", "C", "O", "C", "N", "H", "H", "H", "H", "H", "H", "H", "H", "H", "H", "H"], "xyz": [[0.66566, -3.40037, 5.61477], [0.47084, -2.85192, 4.24517], [0.23847, -1.27522, 3.86074], [-1.51910, -1.18534, 3.17939], [-1.68065, -2.45156, 2.25165], [-1.59941, 0.09278, 2.31212], [-2.83137, -1.34013, 4.50395], [-3.51448, -2.67466, 4.35002], [-2.28477, -1.32691, 5.90164], [-4.01182, -0.20426, 4.45937], [-3.65486, 0.98400, 5.31656], [-4.48236, 0.16371, 3.10422], [-5.20401, -0.82163, 5.15293], [0.49819, -0.10463, 4.97876], [2.10304, 0.26761, 4.87840], [2.60075, -0.24182, 3.69064], [1.50577, -0.92328, 2.88167], [1.66785, -3.08782, 6.17917], [-0.12857, -4.13861, 6.07461], [0.51394, -3.64504, 3.35412], [-0.26439, 0.78356, 5.00613], [0.39383, -0.54967, 6.06155], [2.73602, 0.86273, 5.66211], [3.59137, -0.17505, 3.36736], [1.93326, -1.91121, 2.38198], [1.16099, -0.12904, 2.08833], [-9.64886, 0.33439, 2.62851], [-8.18218, 0.45112, 2.21864], [-7.96471, 0.58156, 0.69204], [-8.15331, -0.63141, -0.04345], [-9.51050, -0.98680, -0.25221], [-7.43969, -0.69146, 2.77124], [-10.05416, -0.66666, 2.47786], [-9.76116, 0.55630, 3.69782], [-10.27165, 1.04410, 2.07436], [-7.79363, 1.36644, 2.68025], [-6.91608, 0.86544, 0.52752], [-8.57050, 1.38853, 0.26586], [-10.14597, -0.11237, -0.42195], [-9.87530, -1.57277, 0.59411], [-9.56350, -1.62558, -1.13834], [-6.44435, -0.54991, 2.59522], [-7.67262, -1.51122, 2.20296], [4.60418, 1.11328, -2.32922], [4.91442, 1.14176, -0.83400], [4.40013, -0.09676, -0.06174], [2.98568, -0.12054, 0.15410], [2.22422, -0.49470, -0.98258], [4.38743, 2.38911, -0.26078], [3.57419, 1.39097, -2.55523], [5.24228, 1.83097, -2.86123], [4.79357, 0.12183, -2.75323], [6.00613, 1.15471, -0.73470], [4.85040, -0.07574, 0.94031], [4.73435, -1.03002, -0.52771], [2.72288, -1.26396, -1.57993], [2.00571, 0.38648, -1.58959], [1.26832, -0.89703, -0.63553], [4.69687, 2.45887, 0.70933], [3.37124, 2.28530, -0.18466], [5.32375, 0.33111, -8.31221], [6.39914, 1.06597, -7.51453], [6.15385, 1.07260, -5.98659], [5.11758, 1.95882, -5.55234], [3.80187, 1.47865, -5.77640], [6.53564, 2.43153, -8.04252], [4.41908, 0.92351, -8.45264], [5.69606, 0.09145, -9.31681], [5.04604, -0.61026, -7.82710], [7.34324, 0.53656, -7.68844], [7.07189, 1.43391, -5.50292], [5.98262, 0.06167, -5.60122], [3.72549, 0.39697, -5.63018], [3.46997, 1.75882, -6.77842], [3.13370, 1.96853, -5.06252], [7.33159, 2.87959, -7.58707], [5.73051, 2.97008, -7.70946]], "atomic_forces_ev_per_a": [[0.112, 1.572, -2.258], [-0.082, -1.215, 2.494], [4.109, -0.487, 1.879], [1.030, -1.456, -9.500], [0.465, 4.479, 4.498], [0.004, -3.353, 4.314], [-2.479, -2.581, 3.752], [2.643, 4.736, 0.327], [-1.325, 0.089, -4.506], [-3.992, 1.108, 1.427], [-0.945, -4.094, -3.618], [2.305, -1.088, 5.017], [4.428, 2.280, -2.522], [0.918, -0.944, 2.137], [-0.438, -1.336, -3.473], [-2.973, 1.142, 4.342], [-1.072, -0.060, -2.755], [-3.122, 0.249, -0.293], [2.625, 0.369, -1.457], [-1.629, 2.028, 1.846], [1.786, -1.357, -0.556], [0.136, 0.615, -1.915], [-1.205, -1.254, -1.728], [-1.145, -0.069, 0.322], [-0.913, 2.400, 0.962], [0.916, -1.701, 1.151], [-0.180, 0.241, 0.313], [-0.196, -0.372, -0.294], [0.290, -0.197, 0.073], [-0.014, 0.607, 0.215], [0.152, -0.342, -0.094], [0.254, -0.036, -0.345], [0.111, 0.036, -0.069], [0.083, -0.057, -0.240], [0.055, -0.082, 0.049], [0.087, -0.051, -0.124], [-0.143, -0.182, -0.021], [-0.199, -0.045, 0.026], [0.026, 0.002, 0.115], [-0.236, 0.118, -0.052], [0.131, 0.126, 0.066], [-0.344, -0.040, 0.089], [-0.035, 0.221, 0.233], [0.335, 0.103, -0.251], [-0.453, -0.042, -0.043], [0.148, 0.276, 0.055], [0.489, -0.216, 0.222], [-0.417, 0.131, -0.017], [-0.162, -0.381, 0.431], [0.023, -0.021, 0.115], [-0.193, -0.188, 0.156], [-0.016, 0.082, 0.013], [-0.110, -0.059, 0.136], [-0.102, 0.050, -0.028], [-0.106, -0.005, -0.152], [0.056, 0.124, 0.017], [0.035, -0.204, -0.157], [0.115, 0.008, 0.065], [0.089, 0.168, -0.197], [0.268, 0.154, -0.196], [0.082, -0.294, -0.295], [-0.399, 0.241, 0.119], [0.237, 0.320, -0.078], [0.243, -0.518, -0.025], [-0.007, 0.415, 0.028], [0.030, 0.062, 0.451], [0.080, 0.039, 0.088], [-0.045, 0.101, 0.255], [0.010, 0.077, -0.043], [-0.020, 0.102, 0.141], [-0.226, 0.070, -0.061], [-0.192, -0.111, -0.068], [0.061, -0.024, -0.112], [-0.139, -0.242, 0.027], [0.166, 0.007, 0.001], [-0.074, -0.075, -0.212], [0.193, -0.170, -0.216]], "lowdin_charge": [0.024, -0.131, -0.395, 0.907, -0.326, -0.319, -0.210, 0.028, 0.005, -0.143, 0.036, 0.052, 0.041, -0.068, 0.132, 0.100, -0.093, 0.095, 0.104, 0.149, 0.158, 0.136, 0.180, 0.183, 0.171, 0.155, -0.075, -0.425, -0.196, -0.194, -0.108, 0.041, 0.063, 0.079, 0.080, 0.134, 0.119, 0.119, 0.092, 0.073, 0.089, 0.037, 0.078, -0.070, -0.418, -0.196, -0.243, -0.092, 0.043, 0.063, 0.085, 0.085, 0.140, 0.106, 0.123, 0.099, 0.082, 0.087, 0.066, 0.071, -0.076, -0.428, -0.201, -0.210, -0.115, 0.037, 0.063, 0.081, 0.077, 0.135, 0.122, 0.114, 0.091, 0.076, 0.082, 0.074, 0.073], "total_charge": 1}

(2)
{"formula": "C4H13N3O", "method": "ωB97M-V with the def2-TZVPD basis set", "symbols": ["C", "N", "C", "C", "N", "O", "H", "H", "H", "H", "H", "H", "H", "H", "H", "H", "C", "N", "H", "H", "H"], "xyz": [[0.71904, -0.72207, -1.92668], [0.99170, -0.25394, -0.58644], [2.15173, -0.90106, -0.00249], [-0.17332, -0.23948, 0.29227], [-0.59285, -1.48619, 0.87610], [0.08708, 0.62875, 1.35506], [0.50062, -1.80097, -1.97435], [-0.12987, -0.17300, -2.32996], [1.59368, -0.52426, -2.54558], [3.03644, -0.60804, -0.56675], [2.08272, -1.99999, -0.01271], [2.26135, -0.56070, 1.02588], [-1.00892, 0.14547, -0.32005], [0.06460, -1.77842, 1.58844], [-0.66765, -2.20326, 0.16521], [0.50996, 1.41026, 0.98335], [-2.05729, 2.47881, 0.97670], [-2.53671, 1.89345, -0.02033], [-2.28117, 2.26367, 2.02762], [-1.35073, 3.28058, 0.79656], [-3.20043, 1.15038, 0.19815]], "atomic_forces_ev_per_a": [[-0.038, 0.062, 0.161], [0.031, 0.107, 0.166], [-0.082, 0.064, -0.052], [-0.183, 0.191, -0.786], [-0.052, 0.030, 0.191], [0.011, -0.031, 0.526], [0.013, -0.037, -0.033], [-0.033, -0.008, -0.106], [-0.034, -0.051, -0.102], [0.077, -0.050, 0.034], [0.012, 0.021, 0.009], [0.107, -0.054, 0.016], [0.295, -0.158, 0.081], [0.028, -0.096, -0.015], [-0.009, -0.026, 0.059], [0.048, -0.077, -0.126], [-0.025, 0.129, 0.656], [-0.359, -0.225, -0.850], [-0.057, -0.077, -0.165], [0.175, 0.198, 0.025], [0.074, 0.090, 0.313]], "lowdin_charge": [-0.101, -0.230, -0.101, -0.532, 0.094, -0.027, 0.082, 0.085, 0.084, 0.083, 0.081, 0.082, 0.112, 0.075, 0.073, 0.098, -0.162, 0.015, 0.076, 0.060, 0.051], "de_lowest_ev": 2.216, "smiles": "CN(C)[C@@H](N)O.C=N"}

(3)
{"formula": "C4H2FNO2", "method": "ωB97M-V with the def2-TZVPD basis set", "symbols": ["N", "C", "C", "C", "O", "C", "O", "F", "H", "H"], "xyz": [[-2.74114, 0.79383, 2.88678], [-2.13485, 0.47081, 1.96865], [-1.57935, 0.27954, 0.70083], [-0.48213, -0.22254, 0.13582], [-0.34934, -0.21564, -1.20289], [-2.97977, 0.71744, -0.44050], [-3.04177, 1.72327, -1.09100], [-3.77039, -0.27562, -0.38141], [0.26257, -0.42964, 0.90760], [0.31965, -0.85299, -1.56281]], "atomic_forces_ev_per_a": [[-0.242, -0.096, 0.710], [0.798, 0.171, 0.104], [-3.600, 0.706, -3.864], [-0.696, 0.930, 1.611], [0.939, -1.013, -0.310], [5.081, 2.569, 0.894], [-0.454, -2.352, 1.306], [-1.814, -1.193, -0.329], [0.725, -0.584, -0.988], [-0.737, 0.863, 0.866]], "lowdin_charge": [0.166, -0.238, -0.070, -0.168, 0.044, -0.371, 0.159, 0.193, 0.139, 0.146], "de_lowest_ev": 1.214, "smiles": "N#C/C(=C/O)C(=O)F"}

(4)
{"formula": "C4H11PS3", "method": "ωB97M-V with the def2-TZVPD basis set", "symbols": ["C", "C", "C", "C", "H", "H", "H", "H", "H", "H", "H", "H", "S", "P", "S", "S", "H", "H", "H"], "xyz": [[1.17233, 1.06418, -0.47044], [1.70179, -0.15910, -0.42746], [1.12040, -1.36909, -1.06420], [2.69631, -0.38346, 0.59947], [0.37516, 1.13658, -1.17404], [1.53651, 2.03273, -0.20226], [1.72237, -1.93964, -1.72054], [0.97373, -2.00450, -0.22924], [0.20498, -1.15557, -1.71508], [3.51754, 0.23796, 0.48185], [2.23143, -0.19772, 1.64700], [2.91388, -1.46674, 0.61927], [-4.06722, 1.13656, 1.72222], [-2.29570, 0.63370, 0.51540], [-2.95934, 0.98519, -1.54133], [-2.32862, -1.43887, 0.52159], [-3.55018, 2.13800, 2.44170], [-3.77657, 2.09240, -1.42777], [-1.18880, -1.34261, 1.42385]], "atomic_forces_ev_per_a": [[-0.614, -0.732, -2.407], [-0.996, 1.744, 0.224], [-1.806, 1.297, -1.140], [-0.968, -2.437, 2.951], [-0.804, 0.385, -0.514], [0.517, 0.000, 1.061], [1.410, -0.239, -0.645], [-1.030, -1.089, 0.616], [0.870, -0.260, 1.393], [1.858, 0.865, -0.027], [0.808, -0.114, -1.620], [0.766, 0.553, 0.068], [0.091, -0.441, -0.624], [-0.671, 1.631, 0.290], [-0.466, 0.155, 0.261], [1.727, -0.132, 1.276], [0.359, 0.042, -0.135], [0.675, -0.767, 0.374], [-1.726, -0.460, -1.402]], "lowdin_charge": [0.007, -0.455, -0.078, -0.093, 0.020, 0.063, 0.065, 0.053, 0.102, 0.056, 0.121, 0.082, 0.242, -0.127, 0.215, 0.238, -0.223, -0.178, -0.111], "de_lowest_ev": 1.032, "smiles": "C=C(C)C.SP(S)S"}

(5)
{"formula": "C4H3N3O", "method": "ωB97M-V with the def2-TZVPD basis set", "symbols": ["C", "N", "O", "C", "C", "N", "N", "C", "H", "H", "H"], "xyz": [[1.56021, -0.21919, -0.24394], [1.02661, -1.47601, 0.04586], [-0.29389, -1.46525, -0.11371], [-0.66905, -0.12834, -0.18299], [-1.91111, 0.62049, -0.06405], [-1.19137, 1.88937, -0.09021], [0.04765, 1.94086, -0.50837], [0.51389, 0.71979, -0.38691], [2.74202, -0.22533, 0.03053], [1.15429, -2.08542, 0.87584], [-2.97925, 0.42901, 0.63795]], "atomic_forces_ev_per_a": [[2.247, -0.092, 2.464], [1.409, 0.210, -0.560], [-2.970, 1.455, 0.435], [-1.860, -1.422, 0.290], [3.701, -0.150, 2.177], [-2.933, 1.050, -1.060], [-0.538, 2.376, 1.350], [-0.648, -5.610, -0.330], [-3.147, 0.612, -1.163], [1.042, 0.853, -0.862], [3.698, 0.717, -2.740]], "lowdin_charge": [0.045, -0.034, 0.000, -0.204, -0.026, -0.045, -0.002, -0.272, 0.178, 0.185, 0.176], "de_lowest_ev": 6.261, "smiles": "c1[nH]oc2cnnc1-2"}

(6)
{"formula": "C7H17NO4S", "method": "ωB97M-V with the def2-TZVPD basis set", "symbols": ["C", "C", "C", "C", "C", "C", "C", "N", "O", "O", "O", "O", "S", "H", "H", "H", "H", "H", "H", "H", "H", "H", "H", "H", "H", "H", "H", "H", "H", "H"], "xyz": [[0.75966, -0.20563, 2.15889], [1.87049, 2.00011, -0.79179], [-2.54283, -2.11061, -1.09610], [-2.92575, 0.54714, 1.22057], [0.66285, -0.73003, 0.65376], [0.97293, 0.82271, -1.27694], [-2.69497, -0.65292, -0.76264], [0.20335, 0.25904, -0.20908], [4.68623, -0.78310, 0.38356], [5.07497, 0.63258, -1.57014], [-2.49721, 0.30608, -1.52787], [-2.98662, -0.61437, 0.50479], [4.14083, 0.01160, -0.70194], [1.54614, 0.55372, 2.18948], [-0.11823, 0.33473, 2.22660], [0.98512, -1.12888, 2.82771], [2.55995, 1.64458, -0.02705], [2.34893, 2.24718, -1.71084], [1.36663, 2.69768, -0.26848], [-1.54593, -2.12873, -1.46774], [-2.86106, -2.66506, -0.25526], [-3.21175, -2.38599, -1.89346], [-3.29271, 1.50387, 0.73979], [-1.83795, 0.62134, 1.59615], [-3.51229, 0.23226, 2.04967], [0.12755, -1.80345, 0.69664], [1.68362, -1.01156, 0.39035], [1.64685, 0.07746, -1.84325], [0.20894, 1.33850, -2.03084], [-0.81770, 0.38974, -0.20455]], "atomic_forces_ev_per_a": [[2.128, -2.658, -1.569], [0.826, -3.945, -1.178], [-1.004, 1.434, -1.236], [1.621, 2.133, 1.557], [1.093, -2.476, 2.357], [-0.899, 1.444, -1.155], [0.305, 0.639, -3.003], [-1.994, 0.137, -0.469], [-0.671, 0.715, -0.801], [0.399, 0.552, -0.613], [-0.612, -1.766, 2.068], [-0.403, -0.752, -0.567], [0.797, -1.698, 1.321], [0.201, -0.324, 0.220], [-1.975, 0.625, 1.368], [-0.744, 2.012, -0.667], [0.361, -0.071, -0.168], [0.879, 1.211, -0.265], [-2.098, 2.763, 0.946], [0.975, -0.941, 0.020], [0.571, -0.899, 0.860], [-0.145, 0.062, -0.621], [0.454, -1.333, 0.292], [-1.790, 0.542, -0.573], [-0.579, 0.818, 1.137], [0.484, 2.271, -0.430], [0.064, -0.038, -0.276], [-1.255, 0.810, 0.702], [1.590, -1.463, 1.300], [1.422, 0.196, -0.557]], "lowdin_charge": [-0.068, -0.127, 0.037, -0.063, -0.310, -0.274, -0.555, -0.105, -0.403, -0.384, 0.060, -0.048, 0.865, 0.060, -0.005, 0.108, 0.009, 0.066, 0.036, 0.086, 0.078, 0.088, 0.129, 0.096, 0.089, 0.139, 0.068, 0.100, 0.153, 0.075], "de_lowest_ev": 3.099}

HOMO-LUMO gap: 0.188 0.354 0.376 0.333 0.297 0.272 (Ha)
DFT total energy: -62021.689 -10875.461 -12480.304 -46119.968 -10707.390 -28047.161 (eV)
Highest occupied orbital energy: -10.56 -8.65 -10.12 -8.62 -8.60 -8.32 (eV)